Entry from the Open Molecules 2025 dataset: a 3-piece molecular cluster, C23H38IN5O overall in a non-equilibrium geometry (ωB97M-V with the def2-TZVPD basis set).

Element x y z (Å)
1 C -6.84863 -1.79983 3.30954
2 C 0.37797 3.97416 2.29603
3 H 3.02167 3.38070 1.52055
4 H 2.60875 -2.76052 -1.38537
5 H 1.69660 -0.36804 -6.86094
6 N -0.88579 4.04982 1.79676
7 H 5.37005 -4.02932 -5.38468
8 H 3.68883 -3.91951 -4.88015
9 H 2.18620 -2.59953 -3.82211
10 H -5.91946 0.10570 3.66198
11 H 2.53660 0.37085 -4.77285
12 H 5.53011 -1.48987 -5.27397
13 C 2.77821 -1.82479 -3.31773
14 H 5.55099 3.52878 2.33093
15 C 0.81451 2.79832 3.03984
16 H -3.85852 -2.27329 1.99321
17 N 3.75017 -1.21592 -4.21362
18 H 0.34497 0.70149 3.83557
19 H -5.26275 0.64870 0.22850
20 H -7.46124 0.23633 -0.49567
21 O 5.67115 0.61440 2.44906
22 C 3.39730 -2.41845 -2.05973
23 H 4.02895 -3.28093 -2.28268
24 H 2.84922 -1.68003 -7.00588
25 C -4.51934 -1.79305 1.26387
26 C 3.54823 4.93669 2.95592
27 C 2.25819 -1.11107 -6.28849
28 C 3.14153 -0.40305 -5.25956
29 H 3.92616 0.14832 -5.78737
30 N -5.09894 -0.60580 1.87538
31 H -2.11221 0.89547 2.84066
32 H 1.04904 4.85377 2.11382
33 H -2.72349 3.05553 1.66155
34 C 3.35142 3.42777 2.58701
35 H -4.85008 -1.24997 3.83215
36 C -7.11940 -0.40788 0.31892
37 H -7.76833 -1.33343 2.95717
38 C 2.28978 2.83890 3.62039
39 C 4.80619 2.79003 2.75622
40 H 4.21617 -3.19620 -6.40815
41 H 1.53137 -1.77971 -5.82410
42 H 3.99601 -1.67683 -1.52615
43 H -5.28610 -2.53318 1.00139
44 N 3.01470 0.49087 4.68414
45 C 2.72952 1.51562 4.26429
46 C -5.91247 0.23417 1.00620
47 H -6.25024 1.11136 1.56665
48 C -3.67868 -1.49471 0.02951
49 C -1.36792 1.72526 2.73015
50 I 4.15726 1.11973 -0.01783
51 C -1.67006 2.97325 2.04568
52 H 2.07116 -1.05316 -2.99426
53 C -5.65347 -0.85127 3.20172
54 C 5.00664 1.46293 1.94314
55 N 3.74096 6.03849 3.19599
56 H -7.01084 -2.06548 4.35745
57 H -3.18957 -2.40901 -0.31417
58 H 5.09828 2.68564 3.83825
59 C 4.49626 -3.37221 -5.36999
60 H -7.95993 -0.52588 1.00199
61 H -2.90016 -0.76032 0.24916
62 H -6.88540 -1.38136 -0.11572
63 C 4.84765 -2.07060 -4.64596
64 H 5.44711 -2.32540 -3.76613
65 C 0.00573 1.60563 3.28922
66 H 2.24104 3.59226 4.46168
67 H -6.69374 -2.72958 2.75958
68 H -4.28591 -1.12175 -0.79800

Calculated values
* calculated total energy: -1545.78304 Ha
* LUMO level: 0.077 eV
* SMILES: N#C[C@H](c1cccnc1)[C@@H](C#N)CC(=O)I.CCN(CC)CC.CCN(CC)CC